Here is the molecule C25H32N6O2S in a non-equilibrium geometry from the Open Molecules 2025 dataset. Energies are from ωB97M-V/def2-TZVPD.

Output
**ΔE to the lowest compared entry with this formula, charge and spin**: 0.211 eV
**Frontier orbital gap**: 8.96 eV
**SMILES string**: CC[C@H](c1nnc(SCC(=O)Nc2ccc(C(=O)N(C)C)cc2)n1Cc1ccccc1)N(C)C

Each line ends with the Löwdin charge.
Element x y z (Å)
S -1.979 3.573 -1.236  1.01
O 5.455 -0.726 1.956  0.06
O 1.296 4.689 -1.182  0.07
N 0.756 3.301 0.554  0.13
N -2.053 1.218 1.797  0.10
N -1.812 2.414 1.229  0.00
N -4.272 -1.143 0.569  -0.24
N -2.559 1.061 -0.325  0.00
N 5.514 -0.976 -0.283  -0.15
C 4.050 1.720 -0.021  -0.03
C -2.116 2.315 -0.043  -0.62
C -0.398 -0.190 -1.689  -0.02
C -1.124 -1.710 2.708  -0.09
C -5.239 -0.488 1.428  -0.08
C -2.493 0.408 0.878  -0.27
C 2.723 0.345 1.429  -0.01
C -2.893 -1.020 1.039  -0.27
C 0.296 -2.288 -2.620  -0.08
C -0.935 4.756 -0.312  -0.34
C -4.664 -2.502 0.262  -0.09
C -2.826 0.481 -1.614  -0.09
C -1.020 -2.578 -2.939  -0.08
C 3.035 2.656 -0.079  0.01
C 1.703 1.271 1.371  -0.01
C 0.605 -1.091 -1.996  -0.06
C 4.953 -0.820 -1.600  -0.06
C -1.723 -0.482 -1.990  -0.21
C 1.846 2.429 0.606  -0.21
C -2.614 -1.509 2.469  -0.20
C 6.642 -1.874 -0.202  -0.04
C 3.899 0.548 0.714  -0.16
C 0.509 4.267 -0.365  -0.54
C -2.025 -1.682 -2.620  -0.05
C 5.014 -0.438 0.857  -0.44
H -4.882 0.509 1.679  0.09
H 1.079 -2.993 -2.858  0.10
H -3.785 -0.041 -1.567  0.13
H -3.926 -2.949 -0.403  0.08
H 5.658 -0.304 -2.260  0.10
H 7.456 -1.512 -0.835  0.09
H 6.971 -1.910 0.834  0.08
H -3.137 -2.456 2.622  0.11
H -2.279 -1.611 0.343  0.14
H 0.785 1.107 1.919  0.10
H 4.029 -0.250 -1.560  0.07
H -0.951 -2.089 3.712  0.07
H -0.140 0.742 -1.207  0.11
H 4.745 -1.805 -2.029  0.09
H 6.359 -2.879 -0.527  0.09
H 4.977 1.911 -0.542  0.12
H -1.266 -3.508 -3.428  0.10
H -1.027 5.700 -0.848  0.09
H 3.155 3.558 -0.657  0.10
H -0.025 3.043 1.162  0.09
H -3.053 -1.914 -2.859  0.11
H 2.615 -0.548 2.026  0.12
H -0.709 -2.419 1.994  0.08
H -2.998 -0.778 3.180  0.11
H -1.332 4.830 0.698  0.08
H -5.626 -2.474 -0.251  0.09
H -4.770 -3.140 1.150  0.08
H -2.888 1.297 -2.341  0.11
H -5.431 -1.038 2.359  0.09
H 1.627 -0.856 -1.742  0.09
H -0.601 -0.764 2.604  0.05
H -6.180 -0.396 0.883  0.09

Cartesian forces (eV/Å) of the 6 atoms listed first:
S -0.03 0.25 -0.24
O -0.06 -0.04 0.27
O 0.16 0.11 -0.23
N -0.02 -0.10 0.45
N -0.17 -0.97 0.57
N -0.13 0.78 -0.51